Entry 1:
C30H41AsN10O2Ru as an isolated structure in a non-equilibrium geometry. Source: the OMol25 dataset; level of theory: ωB97M-V/def2-TZVPD.

energy above the lowest of the compared OMol25 structures with the same formula, charge and spin	0.00	kcal per mole
multiplicity	2
net charge	+3
maximum force	2.87	eV/A
⟨S²⟩	0.7578
highest occupied orbital energy (spin up / spin down)	-0.5699 / -0.5700	hartree

Geometry as XYZ:
```
85
Properties=species:S:1:pos:R:3:forces:R:3
Ru -0.634165 0.470164 -0.170963 0.014 0.847 -1.367
C 0.319432 -1.378753 -5.407924 0.316 0.007 -0.567
N -0.555795 -1.274024 -4.258109 -0.054 0.829 0.721
C -1.446042 -2.407263 -4.076448 -0.296 -0.317 0.242
C -0.520549 -0.286563 -3.350834 0.552 -0.205 -0.895
N -1.213494 -0.296442 -2.248337 -0.003 0.474 2.835
N 0.251942 0.831397 -3.667221 -0.017 0.024 -0.305
C 0.845349 1.727563 -2.812254 -0.099 0.174 -0.385
N 1.385025 2.810954 -3.402655 -0.017 -0.258 0.214
N 0.922120 1.500522 -1.538388 -1.126 -0.408 2.261
H 0.746481 -2.382555 -5.428669 -0.013 0.059 0.026
H 1.149687 -0.680045 -5.364230 0.003 -0.018 0.026
H -0.241440 -1.231360 -6.333160 0.044 0.045 0.028
H -1.522424 -2.938972 -5.021118 -0.031 0.037 0.018
H -2.450941 -2.086836 -3.795571 0.018 -0.001 -0.062
H -1.054764 -3.098054 -3.322307 -0.020 0.054 -0.005
H -1.783003 -1.136332 -2.158317 0.297 0.151 0.179
H 0.363750 1.025735 -4.653951 -0.058 -0.093 0.165
H 1.328941 2.989895 -4.390732 0.016 -0.105 -0.080
H 1.867668 3.504860 -2.855337 -0.015 -0.033 0.030
H 1.484435 2.180667 -1.028354 -0.199 -0.127 -0.201
N 1.076616 1.036759 5.178795 0.645 0.080 -0.216
C -0.258079 0.985021 4.559488 -0.684 -0.049 -0.966
C 0.025676 0.926662 3.012376 1.312 0.248 1.538
O 1.235087 0.968914 2.730036 -0.119 0.055 -0.393
O -0.941592 0.842962 2.243084 -0.733 -0.445 -2.264
H 1.239129 1.883068 5.728559 0.004 -0.134 -0.050
H 1.681246 1.039857 4.266343 -0.149 -0.010 0.725
H 1.301742 0.223746 5.754300 -0.033 0.062 -0.059
H -0.847539 1.868760 4.800135 0.080 -0.042 0.027
H -0.823927 0.102877 4.854796 0.119 0.041 0.098
C -1.534582 -4.698976 -0.746669 -0.081 0.071 0.026
C -0.157755 -4.859992 -0.744918 0.121 0.006 -0.033
C 0.672626 -3.817176 -0.363820 0.125 0.171 0.005
C 0.113579 -2.611791 0.040544 0.028 0.480 0.122
C -1.273061 -2.457588 0.051200 0.090 0.349 0.236
C -2.099100 -3.495218 -0.351357 -0.177 0.137 0.005
As 1.162308 -1.124957 0.801893 0.557 -1.592 -0.936
C 2.978235 -1.320007 0.145183 0.293 0.294 0.163
C 3.487154 -0.813541 -1.035894 -0.016 0.036 -0.252
C 4.833188 -0.996556 -1.340688 -0.100 -0.058 0.130
C 5.657902 -1.681704 -0.454621 -0.122 0.089 -0.221
C 5.163906 -2.184449 0.736314 -0.599 0.029 0.153
C 3.820380 -1.987619 1.067362 -0.046 0.395 -0.888
C 3.161291 -2.417322 2.292779 -0.820 0.018 0.484
C 3.755380 -3.131440 3.337784 -0.258 0.191 -0.405
C 3.006654 -3.497632 4.442226 -0.194 0.004 0.028
C 1.661372 -3.159548 4.528205 -0.015 0.088 -0.093
C 1.055034 -2.434410 3.505289 -0.190 0.080 -0.005
C 1.791448 -2.074940 2.391899 0.317 0.355 0.679
H -2.176209 -5.516090 -1.035087 -0.059 -0.114 -0.040
H 0.274340 -5.806750 -1.026728 0.047 -0.120 -0.064
H 1.748695 -3.944027 -0.359970 0.009 -0.035 -0.003
H -1.727207 -1.514740 0.435406 -0.005 -0.482 -0.015
H -3.172792 -3.377930 -0.334623 -0.087 -0.010 0.029
H 2.832163 -0.277580 -1.714988 0.120 -0.038 -0.009
H 5.241773 -0.608379 -2.262337 0.000 0.018 -0.035
H 6.697640 -1.828413 -0.697699 0.135 -0.005 -0.047
H 5.817557 -2.734213 1.397413 0.034 0.031 0.077
H 4.795460 -3.412953 3.278701 0.090 -0.013 -0.020
H 3.463802 -4.064808 5.238736 0.062 -0.026 0.056
H 1.084176 -3.468806 5.386726 -0.065 -0.021 0.054
H 0.005847 -2.166209 3.573516 -0.041 -0.101 0.035
C -3.370201 2.140799 0.777670 -0.581 -0.113 0.505
N -2.141122 2.362718 -0.024217 1.457 -1.577 -0.473
C -1.372592 3.450941 0.627117 0.322 0.624 0.374
N -2.159141 4.655455 0.734866 0.755 0.504 0.357
C -3.349987 4.396724 1.534611 0.099 -0.181 -0.108
N -4.131562 3.363634 0.876449 -0.818 -0.498 0.582
C -4.537156 3.812908 -0.447035 0.105 -0.150 -0.052
N -3.339548 4.060097 -1.241562 -0.091 0.096 -0.887
C -2.562134 2.849491 -1.358829 -0.286 0.349 -0.619
C -2.559888 5.105023 -0.591861 0.056 -0.091 -0.066
H -3.074919 1.801741 1.775688 -0.052 0.044 -0.190
H -3.982581 1.371951 0.293744 0.136 0.053 0.008
H -0.472852 3.651854 0.033931 -0.117 -0.044 -0.005
H -1.073607 3.123828 1.626773 -0.084 -0.002 -0.183
H -3.936969 5.310666 1.631326 0.021 -0.066 -0.025
H -3.060076 4.056819 2.530465 -0.001 0.030 0.016
H -5.120317 4.731862 -0.371436 0.043 -0.076 0.030
H -5.150902 3.049384 -0.928219 0.001 0.002 0.020
H -1.670555 3.050353 -1.963259 -0.033 -0.058 0.101
H -3.161920 2.074732 -1.845957 0.092 0.030 0.074
H -3.168935 6.005961 -0.505835 0.079 -0.041 -0.008
H -1.674811 5.335640 -1.189238 -0.005 -0.005 0.019
```
Positions in Å, forces in eV/Å.

Entry 2:
A 13-piece molecular cluster, C16H58N12O13 overall in a non-equilibrium geometry. Source: the OMol25 dataset; level of theory: ωB97M-V/def2-TZVPD.

energy above the lowest of the compared OMol25 structures with the same formula, charge and spin	0.00	kcal per mole
multiplicity	1
maximum force	2.55	eV/A
highest occupied orbital energy	-0.3376	hartree

Geometry as XYZ:
```
99
Properties=species:S:1:pos:R:3:forces:R:3
C 1.008511 -3.649593 1.236013 0.295 -0.116 0.375
O 1.572617 -2.468290 1.804849 -0.074 -0.188 0.000
H 0.707075 -3.437729 0.208955 -0.138 -0.327 -0.056
H 1.713586 -4.484553 1.309249 0.186 0.068 -0.434
H 0.161984 -3.997857 1.826392 -0.227 0.507 -0.034
H 2.143945 -2.097746 1.122685 0.036 0.121 0.102
C -0.242220 3.836097 -0.467638 0.710 0.145 0.375
O -0.855621 5.075615 -0.168744 -0.719 0.129 -0.316
H -0.985152 3.047258 -0.592089 -0.218 0.248 0.017
H 0.370549 3.889111 -1.374860 -0.201 0.099 0.143
H 0.415301 3.568713 0.358939 -0.014 -0.325 -0.119
H -0.225982 5.658444 0.258707 0.152 -0.119 0.010
C -2.709424 -1.102449 -4.919267 -0.898 0.319 0.848
O -1.873076 -1.273886 -3.780637 0.774 0.047 -0.500
H -2.861552 -0.031095 -5.079400 0.009 -0.022 -0.017
H -2.379161 -1.518155 -5.872346 0.439 -0.337 0.293
H -3.670903 -1.540915 -4.636967 -0.168 0.059 -0.569
H -2.288278 -1.898993 -3.164604 0.030 -0.175 0.068
C -4.855633 -0.085597 -1.798683 -1.752 0.167 0.189
O -4.251149 -0.414864 -0.550310 0.540 0.397 -0.314
H -4.121549 0.066233 -2.583405 0.316 -0.608 0.153
H -5.611975 -0.850352 -1.991572 0.423 -0.247 -0.724
H -5.457520 0.830943 -1.817088 0.336 0.242 0.630
H -4.893818 -0.599729 0.137826 -0.301 0.063 -0.231
C -3.777917 1.636564 3.654125 -0.865 -0.055 0.859
O -4.695654 2.105753 4.314929 0.276 -0.254 -0.360
N -3.866033 1.264070 2.338715 1.282 -0.162 0.006
N -2.543583 1.363169 4.199687 0.128 0.040 -0.528
H -2.967609 1.017823 1.926267 -0.477 -0.098 -0.484
H -4.703593 1.190738 1.802086 -0.300 0.523 0.303
H -1.783089 1.071757 3.609431 0.005 -0.115 0.017
H -2.368120 1.494955 5.175894 -0.248 0.241 0.031
C -0.778406 0.282179 0.309007 0.364 -2.498 -0.389
O -1.368267 0.287761 1.406696 0.307 0.643 -0.209
N 0.562963 0.130022 0.180175 0.060 0.735 0.611
N -1.453915 0.080166 -0.856236 -0.355 0.826 0.279
H 1.012026 -0.035794 -0.715791 -0.160 0.074 0.172
H 1.100523 -0.005905 1.021794 -0.123 0.215 0.123
H -0.988966 0.048754 -1.747597 -0.036 -0.092 -0.043
H -2.462458 0.076550 -0.788343 0.240 0.053 -0.111
C 1.856383 -1.635684 -2.451046 -0.678 -1.035 0.585
O 1.540584 -0.438697 -2.403330 0.834 -0.431 -0.009
N 2.838431 -2.227481 -1.684459 -0.092 2.030 -0.053
N 1.147380 -2.503301 -3.197874 0.079 0.002 -0.309
H 2.964174 -3.207830 -1.533694 -0.155 -0.150 -0.223
H 3.283849 -1.561137 -1.056456 -0.074 -0.570 0.067
H 1.356611 -3.479036 -3.115446 -0.215 -0.130 -0.346
H 0.380560 -2.158833 -3.758592 -0.098 -0.107 0.182
C 2.118357 3.224925 -2.995805 -0.190 0.562 0.223
O 3.133095 3.147714 -2.292612 -0.293 0.047 -0.733
N 1.757853 4.338594 -3.724803 0.813 0.228 0.312
N 1.181177 2.270771 -3.059286 0.156 -0.665 0.196
H 0.963895 4.312703 -4.334350 0.030 -0.065 -0.148
H 2.476504 5.004608 -3.945313 -0.017 0.059 0.135
H 1.346769 1.375544 -2.604934 -0.221 0.240 -0.281
H 0.302215 2.515298 -3.471267 -0.171 -0.457 -0.008
C -3.154582 -2.908165 2.679036 0.616 0.886 1.757
O -3.492815 -3.964302 3.190533 -0.212 -0.068 -0.863
N -3.948336 -2.103694 1.901000 -0.123 -1.090 -0.388
N -1.971609 -2.296207 3.008344 0.385 0.027 -0.407
H -4.893579 -2.432776 1.806850 -0.034 0.312 -0.026
H -3.654646 -1.165692 1.701024 -0.134 0.171 0.173
H -1.658210 -1.434970 2.584868 -0.088 0.043 -0.146
H -1.324915 -2.741431 3.631232 -0.198 -0.286 0.013
C 3.519249 3.691926 1.305566 -0.761 -0.086 -0.545
O 3.857201 3.985642 2.448124 -0.130 -0.256 -0.595
N 2.552965 2.764472 0.984019 0.322 -0.275 0.808
N 3.962281 4.314273 0.181098 1.495 1.404 0.505
H 2.554943 2.416672 0.038262 -0.228 -0.118 0.008
H 2.270776 2.156169 1.737512 -0.062 -0.227 -0.268
H 4.641410 5.031722 0.388322 -0.047 -0.092 -0.186
H 3.811568 4.093561 -0.794934 -0.423 -0.434 0.259
C 0.999182 1.243423 5.103193 -0.571 -0.619 0.366
C 2.235368 1.326650 4.241171 -0.435 -0.218 0.083
O 2.132280 0.424501 3.120304 0.263 0.126 -0.165
H 0.115301 1.615955 4.584234 0.142 0.227 0.059
H 1.111938 1.735409 6.070785 0.086 0.409 -0.219
H 0.767716 0.208344 5.376371 0.173 -0.095 -0.211
H 3.101305 1.060685 4.849065 0.210 0.284 -0.209
H 2.318418 2.326884 3.818534 0.413 0.042 0.206
H 2.615073 -0.378685 3.332197 -0.198 -0.159 0.014
C -1.963480 -4.946601 -1.495546 0.482 -0.274 1.667
C -2.672670 -3.794261 -0.808122 0.400 -0.328 -1.049
O -3.111354 -2.853303 -1.811869 -0.415 0.076 0.812
H -1.687738 -5.618911 -0.671521 -0.182 -0.182 -0.076
H -0.978734 -4.678743 -1.875824 -0.285 0.221 -0.721
H -2.611624 -5.524497 -2.147553 0.161 0.258 -0.397
H -2.004579 -3.264293 -0.125129 -0.028 -0.180 0.155
H -3.520002 -4.213902 -0.262168 -0.092 0.310 0.071
H -3.525211 -2.164276 -1.263501 0.021 0.204 -0.417
C 5.804752 -0.435093 -1.124522 -0.576 0.150 0.167
C 4.613045 0.440315 -0.742004 0.784 1.262 -0.858
O 3.644950 -0.171961 0.128746 0.847 0.677 0.164
H 6.518953 0.183542 -1.668670 -0.130 -0.083 -0.273
H 5.437094 -1.248001 -1.749482 0.407 -0.162 -0.063
H 6.355372 -0.820990 -0.266230 -0.255 -0.110 0.125
H 4.130384 0.867937 -1.627427 -0.367 -0.817 -0.219
H 4.998595 1.398846 -0.371391 -0.076 -0.318 0.918
H 3.727674 0.366493 0.927926 -0.499 -0.396 0.213
```
Positions in Å, forces in eV/Å.

Entry 3:
A 3-piece molecular cluster, C4H3ClFNO overall in a non-equilibrium geometry. Source: the OMol25 dataset; level of theory: ωB97M-V/def2-TZVPD.

energy above the lowest of the compared OMol25 structures with the same formula, charge and spin	155.77	kcal per mole
multiplicity	1
maximum force	9.77	eV/A
highest occupied orbital energy	-0.4322	hartree

Geometry as XYZ:
```
11
Properties=species:S:1:pos:R:3:forces:R:3
C 1.193295 -0.715093 -0.327797 0.987 -0.215 -1.446
C 0.467939 0.504466 0.422217 -1.414 -1.036 -1.661
C -1.036646 0.274957 0.647707 -3.705 4.976 4.298
C -1.887293 -0.287475 -0.445224 -2.704 0.553 -0.520
H 1.214494 -0.405080 -1.763862 0.257 -1.164 4.903
H 0.521069 -2.059982 -0.189861 2.526 4.354 -0.068
H 0.613472 0.681240 1.471137 1.899 0.424 0.267
N -2.776278 -0.431220 -1.211362 3.039 0.074 2.124
O -1.630289 0.965345 1.741279 3.805 -5.246 -7.317
F 2.721367 -0.620942 0.295276 -4.585 -0.742 -2.067
Cl 0.598875 2.093787 -0.639510 -0.106 -1.978 1.487
```
Positions in Å, forces in eV/Å.

Taking the records one at a time from the top gives electronic energy values of -4195.558684 -2279.795026 -844.011336 Eh.